(1)
Computed, not measured: C16H16N2O5 as an isolated structure at a distorted geometry, with ωB97M-V/def2-TZVPD.

Geometry as XYZ:
```
39
Properties=species:S:1:pos:R:3:forces:R:3
C 4.549762 0.027011 -5.448757 2.7 0.3 0.9
C 3.946771 -0.263433 -4.007325 0.0 9.2 -8.7
C 3.229629 0.681141 -3.285558 3.1 3.1 -8.9
C 2.765584 0.497668 -2.164562 -2.9 -2.7 6.0
C 2.973197 -0.802921 -1.625105 -0.4 3.2 4.1
C 3.874747 -1.596534 -2.214862 0.6 -4.3 1.5
C 4.375725 -1.286582 -3.547160 3.4 -14.9 7.7
H 4.952773 -2.350671 -3.856021 -1.1 3.8 -0.3
H 4.133273 -2.671756 -1.598400 -0.5 3.2 -2.0
N 2.590633 -0.925451 -0.202817 2.7 -3.4 -2.4
C 2.049674 -0.136258 0.754960 -0.7 -5.9 -3.8
O 1.598011 0.846169 0.381626 -2.1 8.2 -0.6
C 1.482053 -0.895581 1.839633 4.6 3.0 7.6
H 2.551068 -0.802718 2.672615 -2.8 -1.1 -2.2
H 1.186341 -1.930958 1.814077 -0.5 0.1 -0.3
O 0.748602 0.121675 2.638262 -2.7 -2.4 -2.3
C -0.649313 0.124427 2.062929 5.0 3.2 9.1
O -0.913677 -0.558620 1.217191 -2.4 -3.7 -5.7
C -1.420421 1.046067 3.027164 2.1 1.5 -8.0
N -2.676342 1.181314 2.439311 -4.5 -1.5 1.7
C -3.737574 0.671198 3.224340 5.7 4.9 4.4
O -3.468142 0.817342 4.478895 -2.4 -2.0 -2.8
C -4.986532 0.641311 2.671987 -1.6 0.1 -4.7
C -6.193441 0.487115 3.119761 -3.9 -3.3 3.1
C -7.121390 -0.000441 2.161021 0.1 3.9 -4.4
C -6.491327 0.476694 0.969728 -0.2 -2.9 6.1
O -5.256189 0.698431 1.078278 4.7 0.8 4.2
H -6.636688 0.479583 0.021753 -2.7 0.0 -6.1
H -8.175946 0.161558 1.983141 -0.5 -0.7 1.4
H -6.555289 0.274947 4.134943 1.1 0.8 0.0
H -2.830993 0.905415 1.519405 0.6 -0.3 -2.2
H -0.925164 1.957751 2.654407 0.5 0.3 1.2
H -1.394040 0.946518 4.011201 0.3 -0.9 4.0
H 2.860980 -1.846887 0.053663 0.2 -0.7 0.8
H 2.236061 1.287084 -1.765750 -1.1 0.9 1.7
H 3.176558 1.648333 -3.771732 -0.3 0.1 0.0
H 5.316519 -0.952041 -5.708760 -1.6 3.4 0.8
H 5.029234 1.204983 -5.572848 -1.2 -3.7 0.3
H 3.805271 -0.162884 -6.160634 -1.3 0.4 -1.2
```
Forces are in eV/Å.

Orbital gap = 8.510 eV
LUMO = -0.074 eV
Energy relative to the best compared isomer or geometry (same formula, charge and spin) = 296.5 kcal/mol


(2)
Computed, not measured: C16H16N4O4PdTe as an isolated structure, with ωB97M-V/def2-TZVPD.

Geometry as XYZ:
```
42
Properties=species:S:1:pos:R:3:forces:R:3
Pd -0.157376 0.197813 -0.167247 -0.4 -0.3 0.0
O 0.993544 -0.900587 -5.981902 0.3 -0.1 -0.3
C 2.012226 -1.387269 -5.312581 0.1 0.0 -0.1
O 3.003827 -1.827427 -5.847902 0.0 0.0 0.0
C 1.902100 -1.403650 -3.825189 -0.1 -0.1 0.1
C 2.860061 -1.977855 -3.022964 0.0 0.1 -0.2
N 2.424116 -1.864841 -1.757728 0.0 -0.1 -0.1
N 1.235286 -1.257647 -1.676947 0.0 0.0 0.0
C 0.904647 -0.951683 -2.923249 0.1 0.1 0.0
C -0.337193 -0.129753 -3.189850 0.0 0.0 0.0
O -0.739455 -0.065672 -4.359577 -0.1 0.1 0.2
O -0.881599 0.453802 -2.203752 0.3 0.0 0.2
H 0.266318 -0.566325 -5.370129 -0.2 0.0 0.1
H 3.798875 -2.425337 -3.302790 0.0 0.0 0.1
H 2.877921 -2.179925 -0.920623 0.0 0.0 0.1
C -1.438294 -4.386385 2.932073 0.1 0.0 0.0
C -1.670870 -3.129302 2.168014 0.0 0.0 -0.1
C -2.745113 -2.711366 1.418025 -0.1 0.0 0.0
C -2.389427 -1.453408 0.895341 0.0 -0.1 0.3
N -1.166920 -1.125725 1.309811 -0.1 0.2 -0.2
N -0.744033 -2.155036 2.066411 0.0 -0.1 0.0
C -3.181576 -0.535409 0.027771 0.0 -0.1 0.0
H -2.387653 -4.869538 3.149262 0.0 0.0 0.0
H -0.921606 -4.191634 3.872101 0.0 0.0 0.0
H -0.834515 -5.082263 2.347167 0.0 0.0 0.0
H -3.668888 -3.244670 1.270502 0.0 0.0 0.0
H 0.140348 -2.099885 2.537121 0.1 0.0 0.0
H -4.195399 -0.429969 0.412610 0.0 0.0 0.0
H -3.242925 -0.911223 -0.993226 0.0 0.0 0.0
H -2.715737 0.450943 -0.007045 -0.1 0.0 0.0
Te 1.829579 1.713561 0.212775 0.0 0.5 0.2
C 1.238712 3.342347 1.438276 0.1 -0.2 -0.1
C 0.797531 3.116746 2.737279 -0.1 -0.1 0.0
C 0.457243 4.185383 3.552092 0.0 0.0 0.0
C 0.542364 5.483822 3.069937 0.0 0.0 0.0
C 0.973494 5.710226 1.770829 0.0 0.0 0.0
C 1.333194 4.644670 0.959689 0.1 -0.1 -0.1
H 0.711611 2.103206 3.110681 0.0 0.0 0.0
H 0.120814 4.000955 4.564223 0.0 0.0 0.0
H 0.273541 6.317227 3.705638 0.0 0.0 0.0
H 1.035954 6.719130 1.383981 0.0 0.0 0.0
H 1.685274 4.823951 -0.048908 0.0 0.0 0.0
```
Forces are in eV/Å.

Orbital gap (alpha / beta) = 8.146 / 5.903 eV
Multiplicity = 3
LUMO (alpha / beta) = -0.094 / -2.291 eV
Energy relative to the best compared isomer or geometry (same formula, charge and spin) = 11.5 kcal/mol


(3)
Computed, not measured: the molecule C16H16N8O5S3 at a distorted geometry, with ωB97M-V/def2-TZVPD.

Geometry as XYZ:
```
48
Properties=species:S:1:pos:R:3:forces:R:3
N 4.986684 -4.195937 -6.966372 1.1 -2.1 0.6
C 4.258379 -3.125454 -6.720977 0.4 -1.7 -0.4
N 4.700348 -2.001991 -7.167952 3.5 4.1 -2.4
N 3.137107 -2.924315 -6.241327 -6.4 -2.4 4.6
S 2.358101 -4.289102 -5.558978 0.4 0.0 -4.0
O 3.377156 -5.236369 -5.130882 -0.7 0.4 1.7
O 1.573865 -4.827670 -6.684781 -0.1 1.0 2.2
C 1.337531 -3.569524 -4.257655 -0.3 -0.3 0.6
C 0.223137 -2.765865 -4.566179 0.1 -0.1 -0.2
C -0.584015 -2.244680 -3.559593 -0.4 0.4 0.1
C -0.287576 -2.486658 -2.200775 0.3 -0.2 -0.3
N -1.062077 -1.895143 -1.195700 -0.9 1.0 0.4
N -0.642329 -1.875280 0.108246 0.2 3.3 0.8
C -0.823608 -0.721905 0.767994 -0.3 -3.8 -2.0
S -1.682349 0.677486 0.225050 -0.4 0.4 -1.0
C -1.385623 1.403488 1.788676 0.0 0.9 1.5
N -1.926964 2.650055 1.982700 0.7 -1.1 -0.7
C -1.968676 3.267333 3.247887 -1.2 0.8 0.1
C -3.178553 3.928373 3.531505 0.0 -0.3 0.0
C -3.400563 4.483738 4.765356 -0.2 0.4 1.5
C -2.389404 4.407847 5.758617 0.2 -0.1 -0.5
S -2.712980 5.136675 7.383417 -1.5 1.5 2.3
N -1.774208 4.288466 8.452198 0.3 -0.4 0.0
O -4.077595 4.851066 7.864318 1.3 0.3 -2.0
O -2.262980 6.523957 7.496596 -0.3 -1.6 -1.0
C -1.140868 3.836566 5.442386 -0.6 0.2 -0.2
C -0.930753 3.271955 4.166911 -0.9 0.7 0.5
N -0.704911 0.754053 2.689631 -1.6 1.1 -1.8
C -0.386026 -0.481256 2.155367 3.0 -1.2 2.7
O 0.372233 -1.186794 2.803053 -1.0 -0.3 -1.2
C 0.803212 -3.298138 -1.888066 0.1 -0.2 0.3
C 1.580614 -3.849300 -2.906159 0.8 -0.3 0.1
H 5.956191 -3.916506 -6.994360 0.2 -0.5 -0.1
H 4.742084 -4.987133 -6.351100 0.4 0.3 -0.6
H 4.917567 -2.077871 -8.148583 0.3 0.7 -0.2
H 3.996910 -1.346631 -6.905995 0.0 1.1 -0.6
H -0.022044 -2.524263 -5.600422 0.1 -0.2 0.2
H -1.460330 -1.606787 -3.830067 0.9 -0.6 0.2
H -1.696158 -1.128012 -1.486822 0.7 -0.7 0.1
H -2.604258 2.932617 1.274663 0.3 0.1 0.5
H -3.979921 3.954646 2.789200 0.3 -0.1 0.2
H -4.380943 4.944308 5.015933 0.9 -0.4 -0.2
H -1.615337 4.918104 9.246168 0.2 0.0 -0.5
H -2.406262 3.565717 8.791347 0.3 -0.2 0.0
H -0.336341 3.841960 6.178059 -0.3 0.0 -0.2
H 0.015593 2.914295 3.860373 0.7 -0.5 0.1
H 1.048261 -3.512809 -0.835236 -0.2 0.2 -0.7
H 2.438680 -4.477307 -2.587670 -0.7 0.4 -0.5
```
Forces are in eV/Å.

Orbital gap = 7.601 eV
LUMO = -1.164 eV


(4)
Computed, not measured: C16H17BCl4NO5SiV as an isolated structure at a distorted geometry, with ωB97M-V/def2-TZVPD.

Geometry as XYZ:
```
46
Properties=species:S:1:pos:R:3:forces:R:3
V -0.937717 -0.063665 0.415046 0.4 0.6 1.0
O -0.379608 2.995032 3.225229 0.0 0.1 -0.1
C -0.556172 2.461451 2.149204 0.1 -0.3 0.3
O -0.693150 1.178252 1.970719 0.0 0.1 -0.5
C -0.692942 3.298388 0.879835 0.0 0.2 -0.2
C -2.050175 3.003997 0.215380 -0.1 -0.2 0.0
C -2.447669 4.111316 -0.748121 0.0 0.0 0.0
C -1.401248 3.922221 -1.872966 0.0 0.1 0.0
C -0.691383 2.642870 -1.424724 -0.1 -0.2 0.0
O -1.717518 1.929744 -0.700742 -0.1 0.1 -0.1
C 0.298000 2.958540 -0.298452 0.1 0.2 0.2
C 1.189144 1.783679 0.015011 -0.9 -1.5 -0.2
O 2.292195 1.817916 0.462255 0.3 0.3 0.0
O 0.579870 0.571579 -0.275069 1.0 1.2 -0.2
H -0.603477 4.348052 1.153020 0.0 0.0 0.1
H -2.824097 2.666738 0.899278 0.0 0.0 0.0
H -2.423199 5.096133 -0.283267 0.0 0.0 0.0
H -3.454075 3.924348 -1.119137 0.0 0.0 0.0
H -0.695647 4.751298 -1.940162 0.0 0.0 0.0
H -1.871092 3.795706 -2.846199 0.0 0.0 0.0
H -0.313328 2.003676 -2.217737 0.0 0.0 0.0
H 0.948908 3.803874 -0.518697 0.0 0.0 0.0
Cl -2.594032 -3.104388 -1.290758 0.0 0.0 0.0
Si -1.497280 -1.365951 -1.627249 0.1 -0.1 -0.3
Cl -2.588901 -0.328956 -3.087307 0.1 -0.1 0.1
Cl 0.207755 -2.015212 -2.672766 -0.1 0.0 0.0
Cl -1.844523 -2.079907 3.720049 0.2 0.1 -0.1
C -0.188592 -1.515882 3.639742 -0.3 -0.1 0.2
C 0.398659 -1.090828 4.819507 0.0 0.0 0.0
C 1.698880 -0.615625 4.805973 0.0 0.0 -0.1
C 2.402826 -0.587536 3.607450 -0.1 0.0 0.0
C 1.797121 -1.022966 2.443757 0.1 0.0 -0.1
C 0.479395 -1.488575 2.423646 0.0 0.1 -0.3
C -0.163327 -1.830297 1.120373 -0.3 -0.2 0.1
H -0.180431 -1.117295 5.732212 0.0 0.0 0.0
H 2.150728 -0.258803 5.722075 0.0 0.0 0.0
H 3.414802 -0.205755 3.572358 0.0 0.0 0.0
H 2.334561 -0.965164 1.504548 0.0 0.0 0.0
H -0.954548 -2.574977 1.205700 0.0 0.0 0.0
H 0.574228 -2.135052 0.378588 0.0 0.0 0.0
B -5.280187 0.634457 1.877637 0.2 0.0 -0.2
C -3.898848 0.214752 1.250027 -0.2 -0.2 0.0
N -2.881759 -0.093657 0.788481 -0.4 -0.1 0.2
H -5.072417 1.663086 2.488273 0.0 0.0 0.0
H -6.034114 0.800330 0.941001 0.0 0.0 0.1
H -5.612512 -0.279922 2.598263 0.0 0.0 0.0
```
Forces are in eV/Å.

Orbital gap (alpha / beta) = 7.579 / 8.089 eV
Multiplicity = 2
LUMO (alpha / beta) = 1.424 / 2.010 eV
Net charge = -1
Energy relative to the best compared isomer or geometry (same formula, charge and spin) = 0.0 kcal/mol


(5)
Computed, not measured: C16H17Cl2O8SV as an isolated structure at a distorted geometry, with ωB97M-V/def2-TZVPD.

Geometry as XYZ:
```
45
Properties=species:S:1:pos:R:3:forces:R:3
V -6.562988 -12.615589 -8.387617 0.1 -0.1 -0.3
O -3.564604 -14.227678 -6.100827 0.0 1.0 1.2
C -4.156651 -13.758712 -7.252383 -0.2 -1.1 -0.8
O -5.020964 -12.822944 -7.057468 -0.2 0.5 0.0
C -4.662811 -14.916259 -8.139338 -0.2 -0.8 0.9
O -5.316109 -14.332987 -9.263132 0.5 1.0 0.4
C -4.261502 -13.883228 -10.117828 -0.5 -1.2 -0.9
C -2.992874 -13.392809 -9.457506 2.5 0.8 -0.6
O -1.993772 -13.122020 -10.156738 -2.4 -0.8 1.0
O -2.912582 -13.297804 -8.144316 -0.6 0.2 -0.3
H -3.798606 -13.563314 -5.378542 0.4 -1.2 -1.5
H -3.869012 -15.566529 -8.531476 0.0 0.1 0.4
H -5.391646 -15.524893 -7.607329 -0.1 0.3 0.0
H -4.067545 -14.747092 -10.782411 0.6 0.3 0.4
H -4.669563 -13.162178 -10.789885 -0.1 1.0 -0.2
Cl -7.573661 -12.744658 -10.708337 0.6 1.6 -0.1
C -6.836879 -11.293340 -11.608075 0.0 -1.4 1.4
C -7.245611 -11.269210 -12.874918 -0.2 1.1 -2.7
C -6.627207 -10.381797 -13.766846 -0.6 -0.1 0.2
C -5.607905 -9.608926 -13.330674 2.0 1.8 1.7
C -5.205110 -9.595687 -11.977279 -0.1 -1.1 -0.1
Cl -3.754835 -8.730601 -11.430078 -1.1 -0.3 -0.6
C -5.843477 -10.458418 -11.070933 0.2 -0.3 1.7
S -5.439963 -10.518359 -9.349175 0.1 -0.2 -0.7
H -8.050126 -11.824297 -13.297088 -0.4 -0.7 0.3
H -6.989211 -10.227917 -14.761541 -0.2 -0.3 -0.5
H -5.053083 -8.876562 -13.904706 -0.3 -0.2 -0.6
O -8.458996 -10.641409 -6.636514 2.0 -1.4 -2.1
C -7.760319 -11.246214 -7.341076 -1.9 1.0 2.1
C -9.407970 -14.223508 -8.015326 -0.4 3.2 -0.6
C -7.894590 -14.309193 -7.952135 0.0 -0.6 0.2
O -7.524716 -15.449100 -7.647117 0.3 0.3 0.0
H -9.844704 -13.639070 -8.895311 0.7 -0.8 0.9
H -9.696486 -13.601909 -7.142521 0.0 -0.3 -0.2
H -9.839414 -15.169345 -7.932227 -0.8 -1.6 0.1
C -0.935217 -11.333044 -6.806986 1.7 -0.7 0.7
C -0.328858 -10.438496 -7.837515 -2.1 -0.8 -1.8
C -1.145880 -10.358378 -9.109957 -0.1 1.8 1.2
O 0.686620 -9.833854 -7.696327 1.7 0.8 0.7
H -1.505811 -12.184794 -7.123828 0.0 -0.2 -0.8
H -1.620664 -10.781218 -6.212334 -0.4 0.8 0.8
H -0.068525 -11.689857 -6.231413 -0.5 0.1 0.4
H -1.136888 -11.289764 -9.593658 0.0 -1.3 -0.7
H -0.782979 -9.558646 -9.771575 -0.2 -0.2 0.3
H -2.180320 -10.181518 -8.759471 0.2 0.0 -0.6
```
Forces are in eV/Å.

Orbital gap (alpha / beta) = 7.033 / 7.137 eV
Multiplicity = 4
LUMO (alpha / beta) = 2.524 / 2.496 eV
Net charge = -1
Energy relative to the best compared isomer or geometry (same formula, charge and spin) = 7.8 kcal/mol


(6)
Computed, not measured: the molecule C16H17F3N6O6S at a distorted geometry, with ωB97M-V/def2-TZVPD.

Geometry as XYZ:
```
49
Properties=species:S:1:pos:R:3:forces:R:3
C 2.054969 3.417052 -4.568646 -1.8 0.9 -0.5
C 1.064975 3.375729 -3.400643 0.1 0.0 0.1
C 0.777587 4.635157 -2.799776 -0.4 -0.7 0.2
C -0.086687 4.755883 -1.720107 0.1 -0.3 0.0
C -0.685073 3.605133 -1.206049 0.4 -0.7 -1.4
C -0.512327 2.339326 -1.803127 1.3 0.6 -0.8
C -1.393258 1.219838 -1.361391 -0.6 -1.4 -0.8
O -1.656228 0.228802 -2.044090 0.5 1.7 1.3
O -1.948749 1.394029 -0.139695 0.7 0.5 -0.7
C 0.450626 2.200480 -2.890235 -0.6 0.9 0.6
S 0.821127 0.571353 -3.661062 -0.6 -1.5 -3.6
O 2.053689 0.468706 -4.420464 -0.1 1.2 2.0
O -0.264219 0.146883 -4.542345 0.3 0.8 2.3
N 0.972214 -0.521612 -2.366691 -1.3 0.4 -1.0
C 1.976587 -0.301397 -1.508264 1.9 2.4 0.7
O 2.751972 0.633607 -1.530418 0.2 0.5 -1.3
N 2.160914 -1.131501 -0.453010 -1.0 -1.8 1.1
C 1.179535 -1.456281 0.448245 1.1 -0.6 -1.0
N -0.076093 -1.371396 0.148746 -3.1 0.6 -1.3
C -0.914409 -1.653258 1.136617 -0.7 1.0 0.8
O -2.263492 -1.391079 0.953145 0.8 -0.8 -0.2
C -3.153923 -1.813359 2.025843 1.4 0.4 0.0
C -4.588766 -1.792627 1.558142 0.4 -0.7 -0.5
F -4.962457 -0.551747 1.178985 -0.2 -1.0 0.0
F -4.761333 -2.695867 0.534567 -0.1 1.4 0.8
F -5.354536 -2.222246 2.587765 0.1 0.6 -0.6
N -0.536387 -2.004837 2.347612 -3.3 0.3 -0.5
C 0.741269 -2.109986 2.492637 2.4 -2.0 3.0
N 1.196835 -2.575191 3.713399 0.1 0.1 -0.1
C 2.607228 -2.987433 3.857018 -0.2 1.4 -1.2
C 0.292309 -2.807538 4.856447 0.1 -0.5 -0.4
N 1.636905 -1.889370 1.565629 2.0 -0.2 1.7
H 1.710272 2.877452 -5.452571 -0.1 -0.2 0.3
H 2.177268 4.461044 -4.916016 0.0 -0.4 0.4
H 2.981198 3.019452 -4.290199 1.4 -0.6 0.4
H 1.242967 5.531250 -3.192549 0.0 -0.2 -0.1
H -0.335804 5.730393 -1.266351 0.3 -0.6 -0.3
H -1.371879 3.689917 -0.412375 -0.7 0.0 0.8
H -2.411505 0.570561 0.028629 -0.4 -0.6 0.2
H 0.102392 -0.804119 -1.911111 -0.2 -0.3 -0.4
H 3.037201 -0.980088 0.012070 0.3 0.1 0.0
H -2.929882 -2.831024 2.329704 0.1 -0.1 0.0
H -2.979757 -1.137235 2.876219 -0.4 -0.3 -0.2
H 2.803719 -3.323600 4.835831 -0.1 -0.4 1.2
H 2.906775 -3.780669 3.171580 -0.2 0.1 -0.2
H 3.258681 -2.110726 3.692521 -0.2 -0.4 -0.1
H -0.175897 -3.816951 4.779368 0.1 0.7 0.1
H 0.878343 -2.783630 5.785285 -0.1 0.0 -0.4
H -0.474896 -2.027280 4.941181 0.2 -0.3 -0.3
```
Forces are in eV/Å.

Orbital gap = 9.176 eV
LUMO = -0.323 eV